ORCA calculation (ωB97M-V with the def2-TZVPD basis set) on a 12-piece molecular cluster, C58H109F9O29 overall in a non-equilibrium geometry.

Results
**Frontier orbital gap**: 9.52 eV
**SMILES string**: CCOC(=O)C(F)(F)F.CCOC(=O)C(F)(F)F.CCOC(=O)C(F)(F)F.COCCOCCOC.COCCOCCOC.COCCOCCOC.COCCOCCOC.COCCOCCOC.O=C1CCCO1.O=C1CCCO1.O=C1CCCO1.O=C1CCCO1
**LUMO**: 0.295 eV
**Total energy**: -5355.8861 a.u.
**Multiplicity**: 1
**Highest occupied orbital energy**: -9.222 eV

Geometry as XYZ:
```
205
Properties=species:S:1:pos:R:3:lowdin_charge:R:1
F -1.130 -4.971 -5.785 0.1771
F -3.088 -5.695 -6.449 0.1469
F -6.915 1.904 -0.219 0.1763
F -1.988 -6.826 -4.907 0.1205
F -4.740 5.031 -0.574 0.1774
F -8.128 1.871 1.562 0.2079
F -6.552 3.289 1.450 0.1364
F -4.346 2.913 -0.925 0.1787
F -3.962 3.792 0.982 0.1538
O 4.900 -0.104 1.255 0.1399
O -5.525 1.171 2.863 0.1460
O 2.608 -2.660 5.159 -0.1098
O 3.666 8.140 -1.737 -0.1908
O -5.544 0.146 0.882 0.0453
O -8.233 -1.072 -0.157 -0.2069
O 4.124 -4.417 7.007 -0.1611
O -2.466 0.672 -0.366 0.0911
O -2.056 -0.287 6.430 -0.1866
O 6.070 -2.050 -1.701 -0.2129
O -1.615 4.542 0.107 0.0578
O -2.321 4.688 -2.006 0.1311
O -4.161 -4.425 -4.445 0.1859
O 3.462 -3.542 -1.111 -0.1402
O -6.547 -0.239 -2.399 -0.1567
O -2.283 -4.554 -3.176 -0.0062
O 1.370 -2.553 2.492 -0.1798
O 0.083 -4.851 -0.925 -0.2102
O 0.793 2.506 -5.017 -0.0088
O 0.002 1.517 2.744 -0.1822
O -4.111 1.908 -3.848 -0.2019
O 2.499 0.178 -2.881 0.0719
O 3.203 5.763 -3.332 -0.1178
O 3.909 0.718 3.044 -0.0125
O 1.523 1.122 -6.603 0.1344
O -0.572 1.702 -0.759 0.0236
O 2.253 -1.788 -3.838 0.0211
O -2.027 -0.120 3.521 -0.1472
O 3.098 3.812 -1.430 -0.1986
C -4.664 -0.858 1.314 -0.1828
C -2.030 -2.273 -2.266 -0.0197
C 4.420 -0.812 -4.074 -0.0429
C -3.067 -4.766 -4.256 -0.3903
C 5.691 -2.734 -0.543 -0.2070
C 1.381 -2.082 4.875 -0.2193
C -6.696 -1.536 -1.900 -0.1965
C 4.440 -2.185 -4.757 -0.1196
C 3.851 3.187 -0.421 -0.1091
C -1.348 1.983 2.726 -0.1475
C -1.688 -0.675 7.715 -0.1065
C -9.459 -0.892 0.508 -0.1065
C 0.614 4.913 0.926 -0.0220
C 2.815 4.451 -3.568 -0.2192
C -0.332 2.589 -4.098 -0.1160
C -0.294 4.936 -0.320 -0.1666
C 7.448 -2.152 -2.034 -0.0875
C 1.462 -4.823 -1.270 -0.1817
C -5.201 0.086 -2.793 -0.1624
C -5.885 1.090 1.699 -0.3856
C 2.979 -0.735 -3.528 -0.4571
C 5.233 -5.155 7.570 -0.0561
C -5.363 -1.993 2.172 -0.0315
C 3.614 3.561 -2.723 -0.1859
C 2.878 7.997 -2.911 -0.1900
C 0.760 1.345 -5.741 -0.4912
C -4.179 3.152 -4.491 -0.1057
C 0.269 -3.438 2.505 -0.0931
C 6.160 0.479 3.316 -0.0710
C -2.125 1.269 3.832 -0.1420
C 0.822 2.087 3.743 -0.0970
C -0.430 0.489 -5.230 -0.0469
C 2.706 -4.054 5.125 -0.1779
C 1.221 -1.541 3.475 -0.1865
C -2.217 -1.388 5.573 -0.1910
C -0.413 -6.167 -0.875 -0.1084
C 4.186 -2.531 -0.349 -0.1554
C -0.698 1.102 -3.822 -0.1130
C 2.215 6.618 -2.883 -0.1983
C -2.248 -5.570 -5.403 -0.4887
C 1.030 0.003 -0.156 -0.1084
C 5.014 0.279 2.375 -0.4618
C 0.830 1.448 -0.528 -0.1487
C -8.157 -1.673 -1.447 -0.1685
C -3.906 4.019 -0.338 -0.5417
C -0.397 -0.461 0.270 -0.0351
C 5.577 0.765 4.730 -0.1137
C -2.874 -0.936 4.286 -0.1954
C 2.056 -3.435 -1.055 -0.1908
C -2.501 4.422 -0.819 -0.3855
C -5.380 1.299 -3.639 -0.1872
C -6.915 2.018 1.109 -0.5563
C 4.074 -4.479 5.670 -0.2765
C 4.643 9.117 -1.820 -0.1452
C -1.260 0.644 -0.300 -0.4931
C 2.982 -2.717 -4.636 -0.1289
C 4.209 1.323 4.292 -0.1777
C -2.810 -3.612 -2.195 -0.1666
H 1.848 1.876 3.666 0.0326
H 5.803 -3.856 -0.565 0.1413
H 3.467 1.039 4.991 0.1087
H 3.517 3.446 0.583 0.0778
H 4.719 -2.097 -5.811 0.1128
H 6.292 -2.339 0.337 0.1342
H 1.888 6.403 -1.854 0.1204
H 4.913 3.446 -0.474 0.0935
H -4.986 3.813 -4.226 0.0913
H 1.571 -5.182 -2.301 0.1257
H -3.905 -3.564 -2.439 0.1165
H -0.766 -1.430 -0.124 0.1078
H 4.854 -3.853 5.214 0.1352
H -1.772 1.765 1.759 0.1017
H -10.058 -1.801 0.580 0.0824
H 1.428 1.732 -1.403 0.1047
H -0.672 -2.931 2.420 0.0800
H 3.882 -1.534 -0.718 0.1189
H 0.522 -2.769 5.111 0.1158
H -1.626 0.931 -3.339 0.0871
H 3.510 8.079 -3.822 0.1373
H 6.130 -4.585 7.361 0.0837
H 2.848 4.166 -4.633 0.1389
H 2.483 -2.842 -5.593 0.1205
H 5.156 9.149 -0.867 0.0788
H 4.235 10.140 -2.068 0.0972
H -6.440 -2.197 -2.756 0.1333
H 6.239 1.447 5.262 0.1135
H 5.116 -2.849 -4.162 0.1166
H -1.117 3.004 -4.730 0.1176
H -3.805 -0.451 4.494 0.1201
H -3.917 -0.438 1.967 0.0862
H -0.090 4.256 -1.116 0.0921
H -4.772 -0.805 -3.304 0.1285
H 1.343 6.596 -3.610 0.1512
H -4.806 -2.903 1.951 0.0689
H 0.502 1.861 4.784 0.1010
H 1.911 -0.731 3.220 0.1161
H 1.040 2.092 0.333 0.1141
H -0.098 3.210 -3.284 0.0841
H 2.057 8.700 -2.860 0.1174
H -8.382 -2.741 -1.465 0.1187
H 8.083 -1.633 -1.331 0.0832
H -3.146 1.571 3.917 0.1160
H 1.954 -4.486 5.795 0.1355
H -6.390 -2.118 1.793 0.0780
H 7.573 -1.794 -3.047 0.0863
H -4.143 2.922 -5.559 0.0934
H 0.401 4.044 1.573 0.0567
H 0.287 -4.010 3.425 0.0718
H -2.736 -4.178 -1.269 0.1094
H 4.184 -5.501 5.313 0.1194
H -2.290 -1.669 -1.382 0.0541
H -5.331 -1.887 3.242 0.0516
H 1.992 -5.550 -0.666 0.1229
H 2.564 -4.425 4.128 0.1142
H -1.372 3.076 2.853 0.1312
H 0.193 0.866 -3.189 0.0991
H -0.196 -0.579 -5.315 0.1109
H -1.281 0.635 -5.932 0.1304
H 1.799 -0.132 0.634 0.1233
H 1.229 -1.242 5.566 0.1295
H -0.995 -2.555 -2.167 0.0616
H -2.996 -1.844 3.697 0.1202
H 0.882 3.194 3.761 0.0950
H -2.230 -1.747 -3.221 0.0916
H -0.513 -0.517 1.366 0.1051
H 1.790 -3.008 -0.041 0.1253
H -4.627 0.242 -1.897 0.1048
H 5.354 -6.105 7.039 0.0875
H 1.657 4.865 0.583 0.0651
H 3.737 2.109 -0.506 0.0785
H 0.343 -4.194 1.690 0.0946
H -1.264 -1.812 5.343 0.0888
H 3.901 -2.529 0.685 0.1073
H -2.547 -1.230 8.074 0.0902
H 4.580 -0.012 -4.779 0.1247
H -3.275 3.639 -4.255 0.0448
H -1.616 1.423 4.770 0.1038
H -5.970 2.027 -3.110 0.1188
H 1.316 -0.623 -1.030 0.0891
H 4.301 2.393 4.185 0.1272
H 5.090 -5.300 8.608 0.0749
H -0.703 -1.127 7.730 0.0861
H 5.085 -0.827 -3.218 0.0971
H 6.697 1.378 2.950 0.1395
H -10.039 -0.104 0.029 0.0898
H -8.807 -1.181 -2.189 0.1338
H 5.370 8.855 -2.656 0.1034
H 6.886 -0.355 3.301 0.1318
H -9.248 -0.625 1.549 0.0844
H -1.489 -6.124 -0.931 0.0735
H 1.664 -2.690 -1.762 0.1024
H 0.048 -6.739 -1.694 0.0946
H -2.886 -2.117 6.070 0.1372
H -0.137 -6.697 0.048 0.0896
H 7.804 -3.173 -2.019 0.0831
H 2.954 -3.720 -4.181 0.1203
H -4.142 -1.336 0.451 0.1212
H -6.050 -1.673 -1.020 0.1154
H -5.834 1.016 -4.633 0.1497
H 0.212 -1.114 3.466 0.1003
H 0.498 5.869 1.469 0.0903
H 5.385 -0.141 5.320 0.1177
H 4.637 3.896 -2.805 0.1294
H -1.587 0.205 8.355 0.0915
H 1.768 4.345 -3.313 0.0998
H -0.191 5.898 -0.756 0.1098
H 3.461 2.467 -2.937 0.1326
```